(1)
C2H6 | the ωB97M-V functional and the def2-TZVPD basis

Frontier orbital gap (alpha / beta) in eV: 9.25 / 9.26
LUMO level (alpha / beta) in eV: 0.44 / 0.44
Energy relative to the best compared isomer or geometry (same formula, charge and spin) in kJ/mol: 427.3
Net charge: 0
DFT total energy in Ha: -79.629184

Structure (XYZ):
```
8
C2H6 (the ωB97M-V functional and the def2-TZVPD basis)
C 0.8195 0.5690 0.8559
C -0.8103 -0.5686 -0.8739
H 1.4893 1.2961 0.2637
H 0.0418 0.6376 1.6124
H 1.4145 -0.1984 1.1563
H -0.9294 -1.2450 -0.0937
H -0.5569 -0.7516 -1.9274
H -1.5397 0.2240 -0.8958
```

(2)
C5H16O2 | the ωB97M-V functional and the def2-TZVPD basis

SMILES: CCCCC.O.O
Frontier orbital gap in eV: 11.66
LUMO level in eV: 0.79
Energy relative to the best compared isomer or geometry (same formula, charge and spin) in kJ/mol: 48.4
Net charge: 0
DFT total energy in Ha: -350.563866

Structure (XYZ):
```
23
C5H16O2 (the ωB97M-V functional and the def2-TZVPD basis)
C 1.6153 0.4961 1.2921
C 1.7527 -0.5163 0.1796
C 0.5781 -0.5077 -0.8120
C -0.7685 -0.6711 -0.1045
C -0.9004 -1.9924 0.6751
H 2.5644 0.6940 1.7985
H 1.0008 0.1483 2.1042
H 1.2948 1.4603 0.9186
H 1.7601 -1.5096 0.6359
H 2.7220 -0.4598 -0.3030
H 0.5979 0.4638 -1.3025
H 0.7575 -1.3231 -1.5134
H -0.8293 0.2057 0.5547
H -1.5985 -0.5158 -0.7936
H -1.9271 -2.2997 0.7509
H -0.2733 -2.7382 0.2022
H -0.4941 -1.9192 1.6910
H 2.7808 4.0431 -0.7527
H 3.4940 2.6964 -1.0605
O 2.6337 3.1086 -0.9580
H -3.8601 -0.7353 0.0954
H -5.2889 -1.0983 -0.3132
O -4.6812 -0.3503 -0.2476
```

(3)
C21H34HgN3O3P | the ωB97M-V functional and the def2-TZVPD basis

Frontier orbital gap in eV: 7.39
LUMO level in eV: -0.48
Net charge: 0
DFT total energy in Ha: -1705.260477

Structure (XYZ):
```
63
C21H34HgN3O3P (the ωB97M-V functional and the def2-TZVPD basis)
C 0.5031 2.7766 -3.7134
C -0.7436 2.2548 -3.3757
C -0.8676 1.2156 -2.4394
C 0.2906 0.7046 -1.8485
C 1.5477 1.1916 -2.2262
C 1.6546 2.2569 -3.1233
C -2.2685 0.7996 -2.0744
C -2.6312 -0.6903 -1.8519
N -2.5040 -1.5892 -2.9397
Hg 0.1343 -0.7581 -0.3132
C 2.8208 0.5513 -1.7097
P 2.4150 -1.1738 -1.2783
H -1.6505 2.6569 -3.8391
H 2.6507 2.6476 -3.3637
H 0.5844 3.5866 -4.4291
H 3.1961 1.0966 -0.8205
H 3.5899 0.5212 -2.4930
H -2.5461 1.3032 -1.1316
H -2.9449 1.1661 -2.8627
H -2.1219 -1.0811 -0.9420
C 3.6944 -1.8695 -0.2351
C 2.3224 -2.0308 -2.8643
H -3.7073 -0.7129 -1.5784
C -1.4905 -1.5227 -3.9526
C -3.1700 -2.8589 -2.7979
H -0.0803 -1.8520 1.2475
H -1.8508 -2.1283 -4.7999
H -1.3229 -0.4919 -4.2897
H -0.5274 -1.9646 -3.6281
H -3.3565 -3.2716 -3.7982
H -2.5730 -3.5981 -2.2315
H -4.1248 -2.7096 -2.2778
H 3.3245 -2.0747 -3.3171
H 1.9492 -3.0501 -2.6873
H 1.6419 -1.5252 -3.5636
H 4.6817 -1.7685 -0.7127
H 3.6977 -1.3724 0.7447
H 3.4635 -2.9354 -0.0870
H -0.4823 -2.2636 0.6579
C -1.2278 -0.9241 5.0094
C -1.3383 -0.2138 3.6733
C -0.1577 0.7201 3.3475
C 0.0531 1.7627 4.4742
C -1.1678 2.6191 4.7903
C 1.1314 -0.0672 3.1120
O 1.2955 -1.2651 3.3299
N 2.1363 0.7217 2.5815
C 1.9076 1.7110 1.5873
O 2.8838 2.1379 0.9689
N 0.6045 2.0386 1.3252
C -0.4007 1.4173 1.9681
O -1.5430 1.3054 1.4654
H -0.2980 -1.5023 5.0542
H -2.0677 -1.6204 5.0985
H -1.2615 -0.2270 5.8546
H -1.4011 -0.9670 2.8727
H -2.2453 0.4049 3.6296
H 0.3431 1.2228 5.3912
H 0.8909 2.4118 4.1875
H -2.0290 2.0221 5.1210
H -0.8998 3.3040 5.6031
H -1.4774 3.2250 3.9302
H 3.0705 0.3268 2.5710
```

(4)
C9H40N12O11 | the ωB97M-V functional and the def2-TZVPD basis

SMILES: NC(N)=O.NC(N)=O.NC(N)=O.NC(N)=O.NC(N)=O.NC(N)=O.CC(C)O.O.O.O.O
Frontier orbital gap in eV: 8.16
LUMO level in eV: -0.41
Net charge: 0
DFT total energy in Ha: -1851.739878

Structure (XYZ):
```
72
C9H40N12O11 (the ωB97M-V functional and the def2-TZVPD basis)
O -0.3560 -1.1084 2.8190
H -0.1256 -0.5074 2.0937
H 0.4111 -1.0974 3.4008
O -0.1222 0.2719 0.0937
H -0.5415 -0.4323 -0.4342
H -0.2034 1.0453 -0.4940
O 0.5479 -0.5424 -3.9261
H 0.0719 -0.7650 -4.7310
H -0.1429 -0.4071 -3.2594
O 0.0406 1.8835 2.3766
H -0.6832 1.9231 1.7237
H -0.3979 1.7463 3.2221
C 3.2923 2.2448 0.8058
O 4.3333 2.6390 0.3043
N 2.7775 0.9892 0.5757
N 2.5819 2.9147 1.7763
H 3.1694 0.3331 -0.0722
H 1.8594 0.8141 0.9458
H 1.6668 2.5959 2.0724
H 3.0103 3.7382 2.1539
C -3.0078 2.5558 0.8642
O -2.2305 1.6055 0.7452
N -3.4877 3.2607 -0.1973
N -3.5094 2.9773 2.0577
H -3.1747 2.9728 -1.1086
H -4.1332 4.0046 -0.0216
H -3.2164 2.5835 2.9349
H -4.2586 3.6297 2.2040
C -2.6912 -0.9799 -1.9320
O -1.4494 -1.0626 -1.8783
N -3.3962 -1.8435 -2.7130
N -3.4028 -0.0644 -1.2471
H -4.3677 -2.0182 -2.5377
H -2.8824 -2.3982 -3.3742
H -2.9504 0.3560 -0.4396
H -4.3989 -0.1927 -1.1914
C 0.2359 -4.0579 -1.0748
O 0.6522 -5.1583 -0.7678
N 1.0055 -2.9377 -0.8752
N -0.9744 -3.7032 -1.5996
H 0.6684 -2.0183 -1.0849
H 1.9815 -3.1224 -0.6874
H -1.7817 -4.2844 -1.4643
H -1.0876 -2.7342 -1.8991
C -0.2484 3.2428 -2.3693
O -0.4519 2.0932 -2.0133
N -0.1730 4.3209 -1.5239
N -0.1954 3.6717 -3.6921
H -0.2709 4.1233 -0.5440
H -0.3259 5.2459 -1.8731
H -0.2340 4.6663 -3.7949
H 0.2324 3.0874 -4.3858
C -1.9636 -3.3327 2.5677
O -2.4927 -4.4288 2.6161
N -1.6049 -2.6578 3.7061
N -1.6231 -2.6482 1.4301
H -1.7821 -3.1727 4.5490
H -1.0313 -1.8328 3.7163
H -1.1110 -1.7841 1.4835
H -2.0312 -2.8604 0.5403
C 2.8990 -1.2584 1.4335
C 3.5540 -1.2467 0.0599
C 4.8364 -0.4188 0.1212
O 3.8604 -2.6143 -0.2548
H 3.4369 -1.9083 2.1227
H 1.8430 -1.5093 1.3670
H 3.0037 -0.2544 1.8549
H 2.8737 -0.8841 -0.7182
H 5.4427 -0.8642 0.9164
H 4.6756 0.5982 0.4909
H 5.4377 -0.3376 -0.7834
H 4.1120 -2.6847 -1.1820
```

(5)
C15H25N5O2 | the ωB97M-V functional and the def2-TZVPD basis

SMILES: CN(C)C(=O)CN1CCN(Cc2nc(CC3CC3)no2)CC1
Frontier orbital gap in eV: 9.71
LUMO level in eV: 0.75
Energy relative to the best compared isomer or geometry (same formula, charge and spin) in kJ/mol: 418.2
Net charge: 0
DFT total energy in Ha: -1010.774833

Structure (XYZ):
```
47
C15H25N5O2 (the ωB97M-V functional and the def2-TZVPD basis)
C -2.2946 -1.4997 0.8666
N -3.2353 -1.1539 -0.1718
C -3.7043 0.0897 -0.4021
O -4.5347 0.3243 -1.2626
C -3.1568 1.2071 0.4845
N -1.7191 1.3605 0.3442
C -1.3471 1.7689 -0.9986
C 0.1710 1.7557 -1.1247
N 0.7409 2.6811 -0.1594
C 0.3577 2.2898 1.1866
C -1.1637 2.3023 1.2982
H -1.4561 1.9996 2.3069
H -1.5327 3.3260 1.1166
H 0.7801 3.0095 1.8916
H 0.7337 1.2865 1.4329
C 2.1622 2.8748 -0.3261
C 2.9739 1.6196 -0.2984
N 2.7547 0.5368 0.3829
C 3.7501 -0.3043 -0.0299
N 4.5378 0.2448 -0.9078
O 4.0418 1.5022 -1.0968
C 3.8352 -1.7107 0.4296
C 2.8443 -2.5401 -0.3680
C 1.3775 -2.3700 -0.1095
C 2.0697 -3.6340 0.3009
H 2.2360 -3.8044 1.3537
H 1.8720 -4.5363 -0.2576
H 1.0846 -1.6739 0.6614
H 0.7008 -2.3989 -0.9503
H 3.1514 -2.6996 -1.3943
H 3.5791 -1.7468 1.4890
H 4.8499 -2.0797 0.2796
H 2.5146 3.5432 0.4669
H 2.3452 3.3639 -1.2882
H 0.4591 2.0763 -2.1286
H 0.5295 0.7270 -0.9600
H -1.7830 1.0690 -1.7137
H -1.7234 2.7806 -1.2257
H -3.7011 2.1254 0.2087
H -3.3834 0.9724 1.5288
C -3.7856 -2.2643 -0.9151
H -4.2731 -2.9702 -0.2386
H -2.9960 -2.7839 -1.4624
H -4.5174 -1.8732 -1.6190
H -1.6265 -0.6629 1.0537
H -2.8142 -1.7759 1.7903
H -1.7049 -2.3547 0.5358
```

(6)
C32H33F6LiN2Sb | the ωB97M-V functional and the def2-TZVPD basis

Frontier orbital gap in eV: 6.79
LUMO level in eV: 2.62
Net charge: -1
DFT total energy in Ha: -2195.699343

Structure (XYZ):
```
75
C32H33F6LiN2Sb (the ωB97M-V functional and the def2-TZVPD basis)
Li 1.0681 -1.8556 -0.9029
C 3.8527 -2.6046 -0.9720
N 3.1483 -1.4040 -0.5540
C 3.7715 -0.2291 -1.1370
C 3.0677 -1.2810 0.9010
C 2.3861 -2.4710 1.5603
N 1.1501 -2.7537 0.8544
C 0.3499 -3.7091 1.3307
C -0.8915 -3.9189 0.6647
F -1.1655 -3.1378 -0.4078
C -1.8267 -4.8368 1.0602
F -2.9775 -4.9249 0.3554
C -1.6372 -5.6667 2.1575
C -0.4409 -5.4963 2.8219
F -0.1696 -6.2712 3.8988
C 0.5118 -4.5700 2.4461
F 1.6444 -4.5188 3.2032
H 4.8722 -2.6442 -0.5526
H 3.9193 -2.6100 -2.0596
H 3.3064 -3.4929 -0.6595
H 4.8347 -0.1525 -0.8507
H 3.2622 0.6692 -0.7893
H 3.6906 -0.2777 -2.2224
H 2.4992 -0.3674 1.1096
H 4.0737 -1.1409 1.3374
H 2.2342 -2.1990 2.6138
H 3.0772 -3.3234 1.5771
H -2.3679 -6.3979 2.4616
F 1.7791 -1.2077 -3.7115
C 0.6526 -1.7697 -2.9895
F -0.3835 -0.7898 -3.2636
H 0.3524 -2.5662 -3.6896
C -1.5710 3.9829 -1.6791
C -2.5118 2.8282 -1.9097
C -3.6977 3.0943 -2.5949
C -4.6014 2.0968 -2.9183
C -4.3233 0.7862 -2.5664
C -3.1498 0.5056 -1.8845
C -2.2431 1.5073 -1.5275
Sb -0.6562 0.6496 -0.3486
C 0.8549 2.1857 -0.3340
C 1.3185 2.7049 0.8716
C 2.3727 3.6100 0.9100
C 2.9689 4.0124 -0.2729
C 2.5228 3.4900 -1.4791
C 1.4857 2.5631 -1.5308
C 1.1029 1.9533 -2.8494
C -1.5650 1.2158 1.5380
C -1.9275 2.5390 1.7835
C -2.5545 2.9168 2.9616
C -2.8325 1.9538 3.9195
C -2.4832 0.6344 3.6863
C -1.8529 0.2440 2.5049
C -1.5118 -1.2056 2.2939
H -2.1251 4.9225 -1.6685
H -0.8285 4.0473 -2.4771
H -1.0120 3.9016 -0.7514
H -3.9086 4.1182 -2.8850
H -5.5111 2.3422 -3.4519
H -5.0044 -0.0142 -2.8244
H -2.9292 -0.5284 -1.6416
H 0.8469 2.4091 1.8018
H 2.7188 3.9982 1.8599
H 3.7866 4.7225 -0.2606
H 2.9989 3.7921 -2.4051
H 1.5437 2.5096 -3.6775
H 0.0226 1.9234 -2.9998
H 1.4412 0.9186 -2.9280
H -1.7125 3.2999 1.0464
H -2.8225 3.9529 3.1272
H -3.3226 2.2273 4.8462
H -2.7024 -0.1203 4.4333
H -1.6949 -1.7912 3.1948
H -0.4667 -1.3380 2.0067
H -2.1067 -1.6420 1.4888
```